46
Properties=species:S:1:pos:R:3 method="wB97M-V/def2-TZVPD" e_tot_ha=-3105.32880 lumo_ev=-7.9 charge=+1
H 0.32 4.77 -1.66
H -1.23 4.23 -4.40
H 4.92 -0.56 3.65
O 1.89 1.25 6.15
H 2.46 3.07 5.17
H 5.41 0.69 4.80
H 1.23 1.98 -1.06
H 1.16 3.31 0.23
O -1.86 -3.76 -3.70
H -4.87 -3.81 -2.45
C -1.54 4.20 -3.36
C -1.11 -4.41 -4.77
H 3.65 2.39 6.30
H -2.57 3.84 -3.40
C 1.18 3.05 -0.83
H 3.24 -0.18 6.13
Cl -0.04 -2.23 0.00
C 4.97 0.52 3.82
O -3.57 -2.22 -2.60
C -3.07 -4.41 -3.49
H -1.51 5.23 -2.99
H -5.31 -1.72 -1.65
H -0.05 -4.50 -4.56
O -0.87 1.97 -2.53
H -3.82 -1.38 -0.71
Zn -0.87 -1.27 -2.94
H 1.71 0.84 3.66
C 2.58 2.49 6.09
H 2.22 3.15 6.88
N 0.22 3.76 -1.72
H -1.31 -3.92 -5.72
H -3.74 -4.26 -4.34
C 2.62 0.38 4.06
C -4.29 -1.36 -1.70
H 5.70 0.84 3.07
H 2.75 -0.54 3.50
O 3.77 1.22 3.75
H 2.15 3.38 -1.20
H -3.06 -5.47 -3.24
H -1.45 -5.43 -4.91
C 2.41 0.12 5.50
C -3.80 -3.58 -2.41
H -4.15 -0.32 -2.01
C -0.72 3.22 -2.51
H 1.62 -0.63 5.57
H -3.41 -3.91 -1.45